No. 1
Density functional theory data (ωB97M-V with the def2-TZVPD basis set) for a cluster of 40 separate species, H80O40 in total in a non-equilibrium geometry.

Output
Relative energy (zero: lowest compared OMol25 entry of this formula, charge and spin) in kcal per mole: 191.98
HOMO-LUMO gap in eV: 9.81
Energy in Ha: -3057.45140
HOMO level in eV: -10.38

```
120
Properties=species:S:1:pos:R:3:forces:R:3
H -1.1773 -1.5579 -2.3147 0.162 -0.119 -0.143
H -2.4069 -0.9166 -2.8720 0.101 0.231 -0.158
O -1.4450 -0.8622 -2.9266 -0.221 0.274 0.081
H 3.9091 -1.5087 -1.6778 0.747 -0.355 0.855
H 2.5634 -1.2859 -1.4617 -0.101 -0.454 0.581
O 3.2556 -1.8347 -1.0257 0.130 1.686 -1.484
H -3.9678 1.3206 -3.0507 0.219 -0.216 0.045
H -3.0135 2.3705 -3.5008 0.119 0.024 0.454
O -3.0799 1.6482 -2.8522 -0.410 0.326 -0.528
H 3.0522 2.0236 -3.7528 0.166 0.205 -0.335
H 3.1816 3.2094 -4.6658 -0.003 0.028 -0.176
O 3.2433 2.2498 -4.6776 0.281 0.062 0.494
H 5.4884 2.4132 2.0362 -0.519 -0.247 0.488
H 5.6324 1.5446 0.8930 -0.389 -0.669 -0.084
O 5.0612 1.6174 1.6747 1.167 0.919 -0.256
H -1.5697 -0.8851 1.1690 0.128 0.892 1.151
O -1.5299 -0.2278 1.9198 0.332 -1.491 -1.446
H -3.9743 -2.3967 2.9663 -0.249 1.369 -0.144
O -3.6815 -3.1624 3.4113 0.522 -1.847 -0.145
H 0.3842 -5.6439 -0.5204 -0.096 -0.512 -0.477
H 0.0132 -4.7165 0.7120 -0.064 0.114 -0.329
O 0.3478 -4.7465 -0.2004 0.112 0.793 0.954
H 0.4590 4.7140 -3.6884 -0.180 -0.234 0.357
H 1.2222 5.4811 -2.6358 -0.124 0.053 0.004
O 0.6113 4.7377 -2.7292 0.110 0.459 -0.338
H -2.3179 -3.8361 -1.6040 0.121 -0.153 -0.804
H -0.8767 -3.5481 -1.4554 1.054 -0.343 0.563
O -1.5442 -3.5703 -2.1344 -0.117 0.423 0.171
H 1.9718 -5.6407 -1.8882 -1.081 -0.335 -0.746
H 0.8827 -6.1606 -2.9183 0.338 0.121 0.381
O 1.1979 -6.2529 -2.0073 0.875 -0.381 -0.171
H -2.5563 3.7744 -0.0432 -0.145 0.388 0.211
O -3.4279 3.7689 -0.4648 0.908 0.128 0.240
H 2.9216 -6.1447 0.2982 1.039 -0.582 0.308
H 3.0493 -4.7726 0.1536 1.035 0.291 -0.177
O 3.6647 -5.5090 0.4014 -2.449 0.316 -0.837
H -3.6151 -1.2519 -5.7268 0.273 0.180 0.255
H -2.4439 -0.6779 -4.8928 0.576 -0.253 0.030
O -3.3910 -0.6372 -5.0143 -0.866 0.009 -0.253
H 1.4628 4.6188 0.6959 -0.694 -0.890 0.607
H 2.3265 5.2092 1.8875 -0.544 -0.582 -0.183
O 2.1362 5.2330 0.9360 1.207 1.540 -0.069
H 3.2269 3.6269 -0.6064 -0.754 0.958 -0.072
H 1.8347 4.1113 -1.3538 0.739 -0.038 0.280
O 2.4473 3.3988 -1.1284 0.249 -1.421 -0.388
H -3.1951 5.4807 -2.8537 -0.667 0.204 -1.095
H -2.3266 4.6756 -2.1776 0.360 -1.153 -0.503
O -2.6152 4.7514 -3.1080 0.201 0.799 1.307
H -1.4391 4.9374 3.7919 -1.013 0.166 -0.078
H -0.9411 5.7549 2.5015 -0.888 -0.438 0.371
O -0.7138 5.1751 3.2344 1.713 -0.042 0.075
H -1.3136 -3.3060 2.4591 0.588 0.098 -0.763
O -0.7073 -3.3619 1.6839 -0.945 -0.101 0.852
H 2.8611 -0.5740 -4.4137 0.162 0.121 -0.196
H 2.0466 0.5062 -3.6427 0.298 -1.118 0.038
O 2.4757 -0.3843 -3.5566 -0.319 0.536 0.412
H 3.5429 -0.0944 3.0885 0.490 -0.766 -0.128
O 2.6672 -0.4166 3.2871 -1.286 0.148 0.336
H 0.8603 -2.2421 -4.5663 0.109 0.152 -0.019
H -0.3810 -3.0506 -4.3086 -0.427 -0.084 0.208
O 0.0257 -2.4916 -4.9740 0.278 -0.050 -0.223
H 1.0429 1.1407 0.9805 0.244 0.395 -0.178
H 0.2479 2.4206 0.5679 0.132 -0.496 -0.142
O 0.4274 1.8194 1.2975 -0.586 0.145 0.953
H 2.9530 -3.0761 -2.0532 -0.707 -0.916 0.156
H 1.4816 -3.4358 -2.3563 0.244 -0.283 0.187
O 2.3634 -3.8336 -2.2960 0.166 0.232 -0.605
H -4.2646 -5.1096 -1.1858 -0.207 -0.323 0.043
H -4.4522 -3.7536 -1.8516 -0.234 0.164 -0.149
O -3.8690 -4.5147 -1.8266 -0.443 -0.151 0.297
H 3.4154 3.4303 3.5758 -0.171 -0.003 0.034
H 2.1297 3.8132 4.3265 -0.185 0.152 -0.079
O 2.6850 4.0587 3.5823 0.343 0.048 -0.055
H -3.3124 0.6721 1.2967 0.334 0.042 0.224
H -2.8144 1.4542 2.4642 -0.384 0.060 -0.347
O -3.5796 1.4060 1.8629 -0.058 0.163 0.057
H 0.2848 0.6809 -4.1491 1.086 -0.663 -0.453
H -0.2597 1.7618 -3.6588 0.797 1.056 0.404
O 0.6641 1.5597 -3.9451 -2.626 -0.621 -0.186
H -0.0614 2.3690 -1.9327 0.772 0.013 -0.148
H -1.2440 2.1018 -1.1427 -0.473 -0.706 0.159
O -0.4076 1.6723 -1.3685 -0.394 1.221 -0.049
H 3.6298 -4.8056 3.4088 0.030 -0.085 0.222
H 3.6783 -4.7616 1.8751 0.221 0.234 0.700
O 3.7719 -4.1970 2.6839 -0.098 0.111 -0.361
H 1.3828 0.7739 4.9351 -0.132 -1.022 0.080
H 1.9736 1.9783 5.3718 0.356 0.328 0.670
O 1.8447 1.0893 5.7196 -0.197 0.682 -0.649
H -5.1584 0.9791 0.3819 0.191 -0.335 0.212
O -5.7553 1.6453 0.0575 -0.349 0.564 -0.173
H -3.2689 -4.6067 0.5635 0.450 -0.063 -0.115
H -4.2966 -4.3975 1.6359 0.567 -0.417 0.384
O -3.4664 -4.8788 1.4639 -0.832 0.139 -0.599
H -0.2012 -2.5501 1.6350 0.032 0.256 0.292
H -0.7830 0.3347 1.6323 -0.066 0.361 0.104
H 2.4141 -1.2907 2.9488 1.162 0.563 -0.824
H -3.5010 -3.0167 4.3297 -0.124 0.683 0.632
H -3.7624 2.9357 -0.1259 -0.678 -0.339 -0.008
H -5.8507 1.5116 -0.8877 0.020 -0.097 -0.088
O -4.0636 3.8812 3.1465 -0.041 0.059 -0.232
H -4.4760 3.5202 3.9381 -0.139 -0.046 -0.290
H -4.4694 3.4420 2.3742 0.241 0.090 0.639
O 1.3327 -2.1386 5.0265 0.394 -0.408 -0.400
H 1.8667 -2.9153 5.2222 -0.296 -0.258 0.371
H 1.9144 -1.7296 4.3712 -0.318 0.476 0.748
O 0.4388 -0.7026 -0.4328 0.638 0.185 -0.688
H 0.9388 -0.0063 -0.8900 -1.451 0.903 -0.178
H 1.2497 -1.1701 -0.2880 0.446 -1.612 1.220
O 6.0412 -2.6267 0.3501 -0.908 -0.357 1.329
H 5.7703 -2.1547 1.1587 0.489 0.525 -0.484
H 5.5681 -3.4386 0.6137 0.406 -0.218 -0.824
O 2.7269 0.6666 0.5688 0.171 -0.314 -0.400
H 3.3384 0.5510 1.3167 -0.356 0.562 -0.839
H 3.0020 1.4134 0.0121 0.055 -0.207 0.584
O -0.8128 6.0062 0.6809 0.223 0.267 -0.274
H -0.8481 6.0507 -0.2809 0.039 0.175 0.097
H -0.0228 6.5076 0.9450 -0.036 -0.275 -0.384
O -5.5207 -0.3882 3.7973 -0.643 -0.549 0.050
H -4.8203 -0.8183 3.3069 0.175 0.461 0.039
H -5.1449 0.3926 4.1949 0.356 0.315 -0.046
```
Positions in Å, forces in eV/Å.


No. 2
Density functional theory data (ωB97M-V with the def2-TZVPD basis set) for an isolated molecule of C20H22F2N2O2 in a non-equilibrium geometry.

Output
Relative energy (zero: lowest compared OMol25 entry of this formula, charge and spin) in kcal per mole: 21.91
HOMO-LUMO gap in eV: 9.51
Energy in Ha: -1235.04095
HOMO level in eV: -8.85
SMILES: O=C(c1ccoc1)N1CC[C@]2(CCCN(Cc3ccc(F)c(F)c3)C2)C1

```
48
Properties=species:S:1:pos:R:3:forces:R:3
O 0.9275 -0.2571 -3.7632 0.221 -0.127 -0.208
C -0.0345 -0.1538 -3.0262 -0.209 0.124 -0.078
C -1.1402 -1.1512 -2.9928 -0.450 -0.237 -0.499
C -1.2127 -2.2576 -2.0989 -0.413 -0.262 -0.106
C -2.3470 -2.9306 -2.4269 0.673 -0.049 0.612
O -2.9744 -2.3277 -3.4475 -0.471 -0.139 -0.278
C -2.2396 -1.2571 -3.7903 0.817 0.614 0.199
N -0.1739 0.8606 -2.1481 0.170 0.119 0.050
C -1.2513 1.0092 -1.1858 -0.548 -0.102 0.195
C -0.7145 2.0087 -0.1561 0.109 -0.090 -0.101
C 0.8100 1.9578 -0.3392 0.048 0.118 -0.180
C 1.5302 3.1969 0.1852 -0.189 -0.145 0.088
C 1.4232 3.2578 1.7077 0.274 -0.074 -0.054
C 1.9042 1.9543 2.3419 -0.148 0.249 0.126
N 1.1471 0.8408 1.8039 0.194 -0.132 0.066
C 1.3958 -0.4145 2.4904 -0.011 0.096 0.062
C 0.3773 -1.4419 2.0731 -0.018 -0.180 -0.017
C -0.9730 -1.1083 2.0738 0.052 -0.056 0.013
C -1.9310 -2.0154 1.6634 0.082 -0.211 -0.039
C -1.5436 -3.2809 1.2587 0.112 0.011 0.044
F -2.4729 -4.1636 0.8520 0.191 -0.001 -0.001
C -0.1999 -3.6297 1.2698 -0.132 0.000 0.024
F 0.1843 -4.8573 0.8818 -0.165 0.102 -0.002
C 0.7577 -2.7130 1.6676 -0.189 0.009 -0.002
C 1.3804 0.7290 0.3769 -0.209 0.130 -0.136
C 0.9145 1.7700 -1.8555 0.302 0.069 0.062
H -0.5010 -2.5088 -1.3393 0.122 -0.113 0.211
H -2.7940 -3.8164 -2.0214 -0.139 -0.118 -0.022
H -2.5884 -0.6534 -4.6039 -0.141 0.018 -0.138
H -2.1567 1.3761 -1.6805 0.013 -0.074 0.136
H -1.4858 0.0467 -0.7212 -0.028 0.104 -0.043
H -1.0019 1.7380 0.8557 -0.083 0.056 0.040
H -1.0758 3.0140 -0.3739 -0.016 0.079 0.017
H 1.1060 4.1005 -0.2565 0.014 0.028 -0.087
H 2.5822 3.1437 -0.1053 0.086 0.037 -0.041
H 0.3844 3.4261 1.9925 -0.045 0.045 0.077
H 2.0200 4.0866 2.0914 -0.044 0.041 0.043
H 1.7472 1.9934 3.4229 0.069 -0.034 -0.019
H 2.9874 1.8319 2.1571 -0.004 -0.025 0.034
H 1.2951 -0.2326 3.5656 0.104 0.001 -0.048
H 2.4146 -0.7979 2.3062 -0.043 0.007 0.051
H -1.2645 -0.1210 2.3935 -0.057 0.136 0.012
H -2.9791 -1.7621 1.6519 -0.131 -0.004 -0.014
H 1.7953 -3.0092 1.6521 0.127 -0.048 -0.027
H 0.8890 -0.1744 0.0121 0.031 -0.027 -0.061
H 2.4591 0.6432 0.1511 -0.016 -0.032 0.000
H 1.8533 1.3262 -2.1896 -0.007 0.076 0.006
H 0.7700 2.7239 -2.3763 0.096 0.011 0.031
```
Positions in Å, forces in eV/Å.